[1]
Molecular formula: C14H16ClFN2O4
Method: DFT, ωB97M-V/def2-TZVPD

The calculation puts the gap between HOMO and LUMO at 0.381 hartree. The multiplicity is 1. For the molecular weight, the calculation gives 330.7 g/mol. Its total energy is -1513.6950 Ha. The total charge is 0. Its structure (SMILES) is CC(C)(C)NC(=O)NC(=O)COC(=O)c1c(F)cccc1Cl.

Element x y z (Å)
Cl 1.77 -1.77 0.11
F 5.29 1.84 0.21
O -1.26 -1.38 -0.89
O -1.17 2.67 -0.01
O 2.17 1.63 -0.76
O 2.14 1.40 1.48
N -0.35 0.68 -0.75
N -2.53 0.33 -0.04
C -3.45 -1.50 1.29
C -3.76 -0.40 0.28
C 2.59 1.11 0.41
C 6.05 -0.37 -0.08
C 4.44 -2.15 -0.14
C -1.44 -0.23 -0.57
C 5.01 0.53 0.10
C 5.75 -1.71 -0.20
C 3.69 0.12 0.17
C -4.34 -1.00 -1.01
C -4.72 0.62 0.87
C 1.13 2.60 -0.67
C 3.41 -1.24 0.04
C -0.26 1.99 -0.43
H -4.55 -0.21 -1.73
H 0.48 0.22 -1.12
H -5.26 -1.53 -0.79
H -4.36 -2.03 1.55
H -4.93 1.42 0.16
H -2.74 -2.21 0.86
H 4.21 -3.20 -0.23
H 6.55 -2.43 -0.33
H -3.02 -1.08 2.19
H -3.62 -1.69 -1.45
H -4.31 1.06 1.78
H 1.33 3.30 0.14
H 7.07 -0.01 -0.13
H -5.66 0.14 1.13
H -2.48 1.32 0.18
H 1.13 3.13 -1.63

[2]
Molecular formula: C14H16N4O2
Method: DFT, ωB97M-V/def2-TZVPD

The calculation puts the gap between HOMO and LUMO at 0.328 hartree. The multiplicity is 1. The calculation puts the energy relative to the best compared isomer or geometry (same formula, charge and spin) at 14.6 kcal per mole. For the molecular weight, the calculation gives 272.3 g/mol. Its total energy is -912.5674 Ha. The total charge is 0. Its structure (SMILES) is CCn1cc([C@H]2Nc3ccccc3C(=O)N2O)c(C)n1.

Element x y z (Å)
O 2.14 -1.92 0.89
O -0.21 -3.00 0.82
N 0.65 1.38 -2.34
N 0.13 0.86 1.89
N 1.97 1.30 -2.35
N 1.00 -1.16 1.18
C -3.54 0.64 1.91
C -0.60 0.45 -4.23
C 1.21 0.74 -0.32
C 1.19 0.27 1.11
C -2.63 -1.46 1.20
C 2.35 0.91 -1.15
C 3.77 0.71 -0.79
C -1.15 0.38 1.73
C -1.35 -0.94 1.32
C -3.73 -0.67 1.49
C 0.14 1.04 -1.14
C -0.18 -1.80 1.06
C -2.27 1.16 2.04
C -0.08 1.71 -3.53
H -0.92 2.36 -3.27
H -2.13 2.18 2.37
H 2.15 0.49 1.58
H -4.73 -1.07 1.39
H 4.39 0.82 -1.67
H -1.13 0.72 -5.14
H 4.09 1.44 -0.04
H 0.21 1.86 2.03
H 0.61 2.25 -4.19
H -2.74 -2.48 0.88
H -4.39 1.26 2.15
H 0.24 -0.20 -4.49
H -0.91 1.05 -0.94
H 1.75 -2.81 0.71
H 3.91 -0.29 -0.37
H -1.27 -0.10 -3.58

[3]
Molecular formula: C14H16N4O3
Method: DFT, ωB97M-V/def2-TZVPD

The calculation puts the gap between HOMO and LUMO at 0.316 hartree. The multiplicity is 1. The calculation puts the energy relative to the best compared isomer or geometry (same formula, charge and spin) at 60.3 kcal per mole. For the molecular weight, the calculation gives 288.3 g/mol. Its total energy is -987.8419 Ha. The total charge is 0. Its structure (SMILES) is CC(NNc1ccccc1)=C1C(=O)N(C)C(=O)N(C)C1=O.

Element x y z (Å)
O -2.25 0.03 0.34
O 1.49 2.23 1.32
O -2.04 2.54 4.02
N -0.11 2.28 2.88
N -2.22 1.28 2.18
N -0.13 -1.52 -0.06
N 0.43 -2.49 -0.96
C 0.60 -0.46 0.47
C 1.18 -1.63 -4.99
C 0.60 -2.23 -2.32
C -1.46 2.03 3.06
C 0.47 1.71 1.76
C 0.51 -0.70 -4.20
C 0.68 3.18 3.73
C -0.12 0.58 1.06
C -3.69 1.29 2.34
C 1.59 -2.86 -4.43
C -1.59 0.58 1.19
C 2.10 -0.52 0.30
C 0.18 -1.02 -2.87
C 1.34 -3.11 -3.10
H 0.78 -3.36 -0.55
H 2.65 0.26 0.84
H 0.21 3.29 4.72
H 1.72 2.81 3.84
H -4.22 0.63 1.61
H 1.72 -4.03 -2.71
H 2.42 -1.49 0.66
H -1.13 -1.32 -0.14
H 1.36 -1.40 -6.00
H 0.23 0.22 -4.64
H -4.04 2.29 2.10
H -0.34 -0.30 -2.27
H 2.35 -0.37 -0.73
H 2.12 -3.58 -5.02
H -4.03 1.00 3.36
H 0.66 4.16 3.22

[4]
Molecular formula: C14H16N6S
Method: DFT, ωB97M-V/def2-TZVPD

The calculation puts the gap between HOMO and LUMO at 0.308 hartree. The multiplicity is 1. The calculation puts the energy relative to the best compared isomer or geometry (same formula, charge and spin) at 24.0 kcal per mole. For the molecular weight, the calculation gives 300.4 g/mol. Its total energy is -1269.7606 Ha. The total charge is 0. Its structure (SMILES) is Nc1cc([C@H]2CCCNC2)nc2c(-c3ccns3)cnn12.

Element x y z (Å)
S -3.28 -0.84 0.29
N -1.16 2.23 -1.22
N 1.03 -3.17 1.68
N 1.19 -1.83 1.38
N -4.48 -1.65 -0.56
N -0.05 -0.04 0.54
N 3.09 -1.47 2.66
C -0.30 2.51 -2.40
C -0.86 -2.25 0.84
C -2.83 -3.27 -0.34
C 2.20 0.31 1.25
C 2.19 -1.01 1.71
C -0.66 2.73 0.02
C 0.83 2.26 0.23
C 1.01 0.80 0.66
C 1.09 1.86 -2.25
C 1.76 2.54 -1.02
C 0.07 -1.29 0.90
C -4.25 -2.95 -0.71
C -0.21 -3.41 1.42
C -2.23 -2.19 0.29
H -0.81 1.96 -3.20
H 3.72 -0.88 3.14
H 1.05 0.76 -2.16
H -4.85 -3.61 -1.20
H 1.71 3.62 -1.19
H -1.33 2.30 0.79
H 1.71 2.11 -3.10
H 3.04 -2.43 2.94
H 2.88 1.05 1.69
H -1.39 1.25 -1.18
H -0.82 3.88 -0.07
H -0.17 3.56 -2.67
H -0.68 -4.38 1.39
H -2.36 -4.22 -0.66
H 2.83 2.19 -0.87
H 1.30 2.96 0.97

Question: Among the records above, which one has the lowest molecular weight?
Answer: C14H16N4O2

Question: The lowest molecular weight belongs to which entry?
Answer: C14H16N4O2